DFT (ωB97M-V with the def2-TZVPD basis set) results for C52H47Cl2N6O6P2S2TeTl as an isolated structure.

Last column: Löwdin charge in e.
Element x y z (Å)
Tl  11.57  11.91  12.82  0.867
N  12.27  14.80  10.24  0.129
C  13.38  14.00  10.27  -0.311
C  14.41  14.37  9.40  -0.030
C  15.55  13.63  9.34  -0.101
C  15.59  12.50  10.09  -0.096
C  14.59  12.19  10.96  -0.142
N  13.46  12.92  11.05  0.082
C  11.26  14.95  11.17  -0.311
C  10.12  15.70  10.76  -0.010
C  9.12  15.83  11.70  -0.055
C  9.34  15.44  13.01  -0.074
C  10.59  14.96  13.38  -0.152
N  11.50  14.63  12.46  0.042
H  12.00  14.99  9.29  0.129
H  14.27  15.32  8.86  0.120
H  16.44  14.04  8.89  0.106
H  16.46  11.84  10.14  0.110
H  14.66  11.41  11.74  0.112
H  10.02  15.99  9.72  0.107
H  8.08  16.05  11.54  0.103
H  8.57  15.46  13.75  0.074
H  10.90  14.76  14.41  0.091
O  8.64  11.07  9.31  -0.308
S  9.35  12.30  9.57  0.434
O  8.76  13.52  9.06  -0.353
O  9.81  12.52  10.96  -0.471
C  10.85  12.13  8.59  -0.219
C  10.91  13.00  7.49  -0.087
C  12.05  13.05  6.68  -0.076
C  13.17  12.22  7.00  -0.101
C  13.07  11.32  8.01  -0.077
C  11.89  11.24  8.86  -0.211
S  11.79  9.81  9.93  0.433
O  10.77  9.91  10.97  -0.435
O  11.72  8.71  9.00  -0.314
O  13.10  9.86  10.68  -0.435
H  10.10  13.71  7.36  0.098
H  12.02  13.73  5.83  0.089
H  14.07  12.30  6.38  0.099
H  13.82  10.56  8.25  0.118
Te  9.60  13.30  18.53  1.268
C  9.31  15.37  18.18  -0.536
C  9.25  16.32  19.18  -0.139
C  9.05  17.64  18.84  -0.197
N  8.85  18.05  17.62  0.038
C  8.79  17.14  16.66  -0.151
C  9.09  15.81  16.87  -0.149
C  10.26  12.73  16.71  -1.097
P  11.93  12.23  16.58  0.841
C  12.85  13.67  17.31  -0.379
C  14.01  13.57  18.11  -0.121
C  14.58  14.66  18.71  -0.097
C  14.02  15.98  18.52  -0.101
C  12.92  16.06  17.72  -0.096
C  12.35  14.93  17.13  -0.137
C  12.34  10.90  17.80  -0.381
C  12.42  11.09  19.20  -0.141
C  12.64  9.99  20.00  -0.109
C  12.82  8.72  19.47  -0.096
C  12.85  8.56  18.09  -0.105
C  12.53  9.63  17.27  -0.140
P  9.23  11.75  15.63  0.878
C  8.16  10.60  16.67  -0.360
C  8.80  9.93  17.69  -0.149
C  8.22  8.83  18.36  -0.080
C  7.00  8.38  17.87  -0.118
C  6.35  9.01  16.81  -0.102
C  6.88  10.16  16.20  -0.076
C  7.91  12.81  14.82  -0.363
C  6.93  13.68  15.42  -0.082
C  6.01  14.34  14.61  -0.110
C  6.00  14.13  13.24  -0.132
C  6.84  13.21  12.69  -0.078
C  7.80  12.59  13.48  -0.147
H  9.34  16.05  20.20  0.081
H  9.08  18.42  19.54  0.076
H  8.51  17.42  15.64  0.104
H  9.14  15.06  16.11  0.048
H  14.38  12.56  18.34  0.105
H  15.52  14.54  19.26  0.094
H  14.58  16.84  18.82  0.082
H  12.48  17.02  17.55  0.096
H  11.42  14.97  16.54  0.056
H  12.33  12.01  19.70  0.060
H  12.62  10.16  21.07  0.095
H  13.11  7.85  20.04  0.088
H  13.04  7.60  17.58  0.080
H  12.52  9.57  16.17  0.082
H  9.74  10.20  18.11  0.061
H  8.75  8.31  19.13  0.094
H  6.65  7.42  18.28  0.093
H  5.45  8.67  16.31  0.093
H  6.47  10.53  15.29  0.091
H  7.03  13.78  16.47  0.073
H  5.22  14.99  15.03  0.107
H  5.28  14.63  12.58  0.106
H  6.81  12.94  11.61  0.126
H  8.54  11.97  12.99  0.063
Cl  8.58  7.85  13.64  0.507
C  10.09  8.50  14.35  -1.013
Cl  10.82  7.32  15.39  0.602
H  9.89  9.42  14.85  -0.060
H  10.76  8.64  13.52  -0.018
C  12.23  6.27  11.99  -0.020
C  13.19  6.69  13.08  -0.336
C  13.82  6.09  14.16  -0.051
C  14.61  7.09  14.74  -0.394
N  14.50  8.22  14.07  0.088
N  13.61  7.98  13.06  0.054
C  15.40  6.93  16.01  -0.062
H  11.27  6.81  12.04  0.068
H  12.03  5.20  12.00  0.068
H  12.58  6.56  10.94  0.100
H  13.58  5.08  14.43  0.095
H  13.36  8.57  12.31  0.089
H  14.79  6.48  16.82  0.059
H  15.74  7.92  16.39  0.084
H  16.31  6.33  15.94  0.056

Properties
- spin multiplicity = 1
- DFT total energy (eV) = -153193.7032
- energy relative to the best compared isomer or geometry (same formula, charge and spin) (kcal/mol) = 0.0
- orbital gap (eV) = 6.40
- total charge = -2
- E_HOMO (eV) = -2.793